Molecular formula: C6H12N2PSV
Method: DFT, ωB97M-V/def2-TZVPD

Properties
- LUMO level (alpha / beta) (eV) = -0.31 / -0.32
- calculated total energy (eV) = -55202.119
- orbital gap (alpha / beta) (hartree) = 0.204 / 0.199
- E_HOMO (alpha / beta) (eV) = -5.87 / -5.74
- 2S+1 = 3
- maximum force (hartree/bohr) = 0.0956
- total charge = 0
- ΔE to the lowest compared entry with this formula, charge and spin (eV) = 1.0635

Structure (XYZ):
```
23
Properties=species:S:1:pos:R:3:forces:R:3:nbo_charge:R:1
C -2.285066 1.250181 0.516654 -0.2 -0.2 -0.4 -0.62
C -3.304197 1.401188 -0.413769 -0.6 0.5 0.1 -0.25
C -3.474636 0.710163 -1.633814 -0.2 -0.1 -0.3 -0.29
C -2.661330 -0.334216 -2.125862 -0.2 -0.1 -0.2 -0.25
C -1.546802 -0.884361 -1.487994 -0.4 -0.7 -0.4 -0.62
V -0.792582 0.248810 -0.187691 -0.8 1.3 0.8 0.75
P 0.212578 0.538712 2.298721 -0.8 0.4 0.8 0.07
H -2.297720 1.812866 1.449387 -0.5 0.1 -0.1 0.17
H -4.116569 2.109506 -0.203285 0.2 -0.1 0.0 0.19
H -4.359826 0.979670 -2.243585 0.6 -0.1 0.4 0.20
H -1.004027 -1.723440 -1.948241 -0.5 0.1 0.0 0.18
H -3.002863 -0.762253 -3.082641 0.2 0.2 0.3 0.19
H 0.555132 -0.676061 2.999514 -0.1 0.7 -0.1 0.02
H -0.671620 1.193593 3.238494 0.8 -0.4 0.1 0.01
H 1.430931 1.282707 2.535148 -0.6 -0.4 0.0 0.00
N 3.699770 -1.059367 -1.075682 0.8 -0.2 -0.4 -0.77
C 3.030705 -0.791387 0.036932 -1.7 0.5 -0.2 0.40
N 3.649753 -0.860796 1.227234 -0.5 0.1 -0.1 -0.78
S 1.335926 -0.363295 -0.227658 4.7 -1.5 -0.1 -0.26
H 4.687724 -1.324295 -1.115103 -0.7 0.2 0.1 0.40
H 3.156854 -0.988150 -1.930416 0.4 -0.1 0.2 0.44
H 3.129283 -0.652228 2.076742 0.3 -0.1 -0.5 0.43
H 4.628580 -1.107546 1.296914 -0.3 0.0 0.0 0.40
```
Forces are in eV/Å.